# 1
Below is a 2-piece molecular cluster, C14H26B2INO13S overall, with properties calculated with ωB97M-V/def2-TZVPD.

Values from the calculation:
Gap between HOMO and LUMO = 9.23 eV
Highest occupied orbital energy = -9.48 eV
Relative energy (zero: lowest compared OMol25 entry of this formula, charge and spin) = 214.2 kcal per mole

Last column: natural (NBO) charge in e.
CARTESIAN COORDINATES (ANGSTROEM)
C 1.4513 -2.4807 5.3247  -0.636
C 1.7663 -3.5798 4.1502  -0.520
C 2.9865 -3.1785 3.1333  0.770
O 3.8550 -4.1677 2.7815  -0.563
O 3.2853 -1.8448 2.5925  -0.531
C 2.0452 -1.0871 2.2800  -0.097
C 2.2300 0.0639 1.1315  -0.437
C 2.2023 -0.5297 -0.4403  0.250
O 2.0254 -1.9543 -0.3069  -0.765
B 3.1065 -2.8300 -0.6886  1.389
O 4.4473 -2.8972 -0.0197  -0.931
O 2.8863 -3.7709 -1.8341  -0.968
C 3.5085 0.0971 -1.1125  -0.513
C 3.7121 0.0261 -2.7230  -0.131
O 2.5648 0.4396 -3.5428  -0.682
S 1.5018 -0.8935 -3.4005  1.665
O 0.7501 -0.9077 -4.7901  -0.849
O 0.3012 -0.7090 -2.2545  -0.700
C 0.7167 0.0065 -1.0143  0.554
C 0.5807 1.5832 -1.2556  -0.632
C -0.4810 2.1438 -2.3669  0.379
O -0.1740 3.3574 -2.9131  -0.548
I -2.3539 1.3172 -3.0925  0.199
O -0.1528 -0.6343 0.0005  -0.772
B -1.3529 0.0394 0.3760  1.347
O -2.7242 -0.3815 -0.0544  -0.914
O -1.3328 1.2217 1.3086  -0.951
H 0.7616 -1.6406 4.8358  0.205
H 2.3990 -1.9569 5.7809  0.233
H 0.7665 -3.0107 6.1296  0.231
H 1.8955 -4.6440 4.6692  0.266
H 0.7788 -3.6698 3.4875  0.236
H 1.0998 -1.7960 2.1153  0.214
H 1.7878 -0.5016 3.2890  0.184
H 3.2999 0.5532 1.3415  0.229
H 1.4592 0.9271 1.3028  0.233
H 5.1332 -2.4938 -0.6493  0.494
H 2.4781 -4.6389 -1.5004  0.511
H 4.5264 -0.2502 -0.5933  0.264
H 3.4983 1.2678 -0.8551  0.243
H 4.0115 -1.0797 -3.0295  0.199
H 4.6302 0.7150 -3.0042  0.232
H 1.6276 1.9856 -1.6776  0.294
H 0.4408 2.2704 -0.2870  0.306
H -3.3499 0.3532 0.2398  0.518
H -0.8467 0.9114 2.1514  0.492
C -4.9137 3.4486 -0.3970  0.534
O -4.5413 2.7399 0.5293  -0.639
N -6.0267 3.2245 -1.1786  -0.434
C -6.4002 4.1131 -2.2586  -0.399
C -6.8501 2.0633 -0.9125  -0.419
H -4.3600 4.3577 -0.6847  0.116
H -7.3998 4.5108 -2.0602  0.195
H -6.4087 3.5479 -3.1953  0.197
H -5.6947 4.9438 -2.3474  0.215
H -7.2244 2.1198 0.1141  0.215
H -6.2384 1.1618 -1.0151  0.212
H -7.6916 2.0183 -1.6092  0.207

---

# 2
Below is one molecule with the formula C29H35BrF14IO6PS, with properties calculated with ωB97M-V/def2-TZVPD.

Values from the calculation:
Gap between HOMO and LUMO = 7.79 eV
Highest occupied orbital energy = -8.63 eV

Last column: Löwdin charge in e.
CARTESIAN COORDINATES (ANGSTROEM)
C -2.2564 -4.6222 3.7243  -0.203
C -1.9983 -4.6803 2.1068  -0.299
C -2.1283 -3.1896 1.3602  -0.559
I -3.8862 -2.2170 2.3342  0.920
C -0.8115 -2.3155 1.7170  -0.344
O -1.3454 -1.0025 2.2136  -0.502
S -0.4761 -0.7920 3.6558  0.989
O -1.3468 0.2241 4.4936  -0.436
O 0.9584 -0.0545 3.3382  -0.380
C 1.4076 0.1152 1.9627  -0.314
C 0.8053 1.4556 1.1773  -0.095
C -0.5772 2.0696 1.7818  -0.066
C -0.7390 3.6075 1.1713  -0.178
F 0.1903 4.4491 2.0160  -0.020
F -0.2226 3.7451 -0.2221  -0.001
C -2.2366 4.2523 1.4012  -0.107
F -2.1360 5.6924 1.0910  0.040
F -2.4831 4.1661 2.8897  0.026
C -3.4621 3.4437 0.6892  -0.073
F -2.9062 2.5669 -0.3852  0.029
F -3.9623 2.4740 1.7388  0.025
C -4.7670 4.3218 0.2621  -0.072
F -5.0459 5.4116 1.2733  0.042
F -5.9550 3.3977 0.4120  0.035
C -4.7355 5.0496 -1.1897  -0.084
F -6.0399 5.8072 -1.3041  0.028
F -3.6796 6.0922 -1.3637  0.052
C -4.6691 4.0877 -2.5056  -0.127
F -5.3419 4.8125 -3.6486  0.034
F -3.2229 3.9924 -2.9342  0.021
F -5.2317 2.7305 -2.3473  0.064
C 1.6448 -1.2173 1.0510  -0.356
C 2.8715 -1.1659 -0.0182  -0.160
C 3.3049 0.2342 -0.7228  -0.113
C 3.2338 0.4100 -2.3872  -0.048
C 3.7066 1.7763 -3.1898  -0.067
C 4.3185 3.0772 -2.3948  -0.037
C 4.4430 2.9417 -0.7670  -0.173
C 5.0631 4.2068 0.0929  -0.121
C 3.9643 1.5637 0.0228  0.009
P 2.3923 -2.4815 2.3657  0.661
O 3.2791 -3.7614 1.5787  -0.383
Br 3.9635 -1.5091 3.6816  0.320
C 0.2583 -1.9879 0.4909  -0.294
C -0.6127 -1.1178 -0.5815  -0.030
C 0.0461 -0.9257 -2.0871  -0.221
C -0.1382 0.6303 -2.5724  -0.069
F -0.7477 -1.7100 -3.1141  -0.142
O 0.7827 -3.2593 0.0547  -0.159
C 0.1205 -4.0794 -0.8788  -0.152
C 1.1439 -4.7849 -2.0032  -0.313
C 0.5721 -4.5771 -3.5616  -0.083
O 2.5468 -4.3709 -1.8483  -0.108
H -1.5727 -5.4751 4.2018  0.091
H -1.8249 -3.6097 4.1376  0.058
H -3.3824 -4.8146 4.0353  0.073
H -0.8719 -5.0046 1.9391  0.103
H -2.6624 -5.4907 1.5384  0.126
H -2.3336 -3.4228 0.2385  0.084
H -0.3514 -2.8573 2.6436  0.083
H 2.5444 0.4805 2.1448  0.113
H 0.7236 1.2375 0.0063  0.105
H 1.5793 2.3681 1.2202  0.132
H -1.5584 1.4951 1.5043  0.116
H -0.4446 2.2263 2.9573  0.153
H 3.9031 -1.4966 0.4972  0.118
H 2.7848 -1.9511 -0.9160  0.124
H 2.8459 -0.4618 -3.1046  0.088
H 3.6301 1.8115 -4.3802  0.091
H 4.6547 3.9910 -3.0470  0.090
H 5.5735 5.0198 -0.5764  0.081
H 4.1314 4.7466 0.6055  0.090
H 5.7363 3.8014 0.9600  0.081
H 4.1363 1.5671 1.1789  0.089
H 2.7447 -4.5934 1.7658  0.069
H -1.6344 -1.6820 -0.8506  0.143
H -1.0004 -0.0719 -0.1934  0.121
H 1.1182 -1.3657 -2.1671  0.110
H -1.2084 1.0675 -2.2998  0.097
H 0.0055 0.6277 -3.7576  0.106
H 0.6441 1.3879 -2.1567  0.066
H -0.7799 -3.6877 -1.5042  0.121
H -0.3142 -5.0283 -0.2913  0.134
H 1.1391 -5.9699 -1.8532  0.147
H -0.5884 -4.8231 -3.6162  0.100
H 0.8576 -3.5379 -4.0161  0.079
H 1.0931 -5.4436 -4.1965  0.093
H 2.8265 -4.0231 -2.7685  0.119

---

# 3
Below is C35H40CsFN8O3SeTe as an isolated structure, with properties calculated with ωB97M-V/def2-TZVPD.

Values from the calculation:
Gap between HOMO and LUMO = 7.26 eV
Highest occupied orbital energy = -7.03 eV

Last column: Löwdin charge in e.
CARTESIAN COORDINATES (ANGSTROEM)
Cs -0.3937 1.0309 0.0176  1.069
C -1.4602 -5.7852 -4.5323  -0.048
C -0.5127 -6.1609 -3.4024  -0.309
C 0.7623 -6.7828 -3.9555  -0.150
C 1.6776 -7.2035 -2.8177  -0.132
C 1.9421 -6.0363 -1.9048  -0.135
C 3.0989 -5.9754 -1.1559  0.042
C 3.3171 -4.8979 -0.3122  -0.261
F 4.4681 -4.8840 0.4069  0.032
C 2.4310 -3.8726 -0.1900  0.058
C 1.2550 -3.9032 -0.9504  -0.038
C 0.3159 -2.7637 -0.7998  -0.319
O 0.5473 -1.8819 0.0310  -0.066
C -0.8369 -2.8519 -1.6685  -0.018
C -1.0172 -3.9550 -2.4381  0.022
N -0.1605 -4.9994 -2.5607  0.020
C 1.0088 -4.9842 -1.8097  -0.076
C -1.9086 -1.7768 -1.8486  -0.671
O -3.0504 -2.1618 -2.1400  -0.024
O -1.4929 -0.5978 -1.7247  -0.392
H -1.5547 -6.6436 -5.1977  0.084
H -1.0695 -4.9462 -5.1104  0.099
H -2.4598 -5.5309 -4.1853  0.081
H -1.0065 -6.8980 -2.7590  0.157
H 1.2570 -6.0537 -4.6038  0.135
H 0.4958 -7.6424 -4.5708  0.120
H 2.6219 -7.6014 -3.1908  0.119
H 1.1989 -8.0089 -2.2519  0.127
H 3.8404 -6.7622 -1.2186  0.129
H 2.5938 -3.0333 0.4734  0.127
H -1.9319 -3.9927 -3.0110  0.122
C -1.8989 6.5607 1.0431  -0.084
N -0.6754 6.2158 1.7412  -0.181
C -0.7395 6.5562 3.1602  -0.066
C -0.1085 4.9752 1.4019  -0.447
N -0.6489 4.0786 0.6811  0.109
N 1.1915 4.8846 1.8925  0.115
C 2.0571 3.7922 1.9005  -0.528
N 3.3476 4.1817 2.2572  0.121
N 1.7049 2.6137 1.5879  0.035
H -2.1333 7.6043 1.2495  0.091
H -2.7604 5.9546 1.3569  0.094
H -1.7671 6.4425 -0.0310  0.081
H -0.8156 7.6382 3.2697  0.086
H 0.1524 6.2152 3.6775  0.076
H -1.6123 6.0981 3.6422  0.092
H -1.6147 4.3171 0.4789  0.019
H 1.6446 5.7813 1.9593  0.138
H 3.4083 4.8858 2.9767  0.086
H 3.9763 3.4039 2.4048  0.016
H 2.4895 1.9742 1.7053  -0.053
Te -3.4450 1.6638 -2.1693  1.384
C -4.3964 3.5519 -1.9432  -0.568
C -3.6228 4.7113 -1.9987  -0.167
C -4.2054 5.9659 -1.8408  -0.107
C -5.5685 6.0750 -1.6129  -0.096
C -6.3488 4.9252 -1.5561  -0.088
C -5.7683 3.6777 -1.7290  -0.137
C -3.8785 1.1665 -0.1488  -0.558
C -4.0657 -0.1641 0.2125  -0.131
C -4.3192 -0.4832 1.5425  -0.074
C -4.3949 0.5128 2.5098  -0.094
C -4.2141 1.8414 2.1447  -0.091
C -3.9540 2.1691 0.8209  -0.160
H -2.5538 4.6326 -2.1653  0.086
H -3.5905 6.8568 -1.8973  0.098
H -6.0242 7.0487 -1.4862  0.099
H -7.4147 5.0049 -1.3831  0.101
H -6.3873 2.7898 -1.6879  0.101
H -4.0001 -0.9451 -0.5369  0.078
H -4.4621 -1.5207 1.8172  0.105
H -4.5965 0.2565 3.5421  0.098
H -4.2701 2.6272 2.8882  0.100
H -3.8215 3.2074 0.5426  0.081
C 5.7116 -1.8729 -0.0942  -0.042
N 5.5938 -1.8113 1.3519  -0.119
C 5.7790 -2.8682 2.2276  -0.051
C 5.5512 -2.4031 3.4656  -0.042
N 5.2323 -1.0596 3.3438  -0.131
C 4.8705 -0.1789 4.4370  -0.035
C 5.2613 -0.6971 2.0409  -0.728
Se 4.9349 0.9759 1.3291  0.653
H 6.1666 -2.8237 -0.3586  0.091
H 6.3233 -1.0442 -0.4427  0.073
H 4.7260 -1.7938 -0.5521  0.089
H 6.0405 -3.8492 1.8805  0.113
H 5.5856 -2.8955 4.4201  0.121
H 5.4379 -0.4600 5.3215  0.092
H 3.8026 -0.2477 4.6433  0.099
H 5.1114 0.8404 4.1479  0.049

---

# 4
Below is one molecule with the formula C19H17N3O5S, with properties calculated with ωB97M-V/def2-TZVPD.

Values from the calculation:
Gap between HOMO and LUMO = 8.79 eV
Structure (SMILES) = CC(=O)Nc1ccc(S(=O)(=O)Nc2cccc(NC(=O)c3ccco3)c2)cc1
Highest occupied orbital energy = -8.39 eV
Relative energy (zero: lowest compared OMol25 entry of this formula, charge and spin) = 18.7 kcal per mole

Last column: natural (NBO) charge in e.
CARTESIAN COORDINATES (ANGSTROEM)
C -4.6822 -4.6604 -0.3354  -0.715
C -4.0906 -3.4653 0.3788  0.690
O -3.6418 -3.5099 1.4977  -0.588
N -4.1272 -2.3331 -0.3969  -0.606
C -3.6989 -1.0450 -0.0910  0.187
C -3.8554 -0.0583 -1.0681  -0.254
C -3.4551 1.2390 -0.8194  -0.151
C -2.8974 1.5536 0.4043  -0.397
S -2.3585 3.2237 0.7354  2.323
O -2.7994 3.6353 2.0340  -0.934
O -2.6616 4.0484 -0.3928  -0.927
N -0.6953 3.0702 0.9026  -0.870
C 0.1147 2.3958 -0.0012  0.256
C -0.2527 2.3119 -1.3417  -0.303
C 0.5647 1.6384 -2.2296  -0.165
C 1.7498 1.0540 -1.8196  -0.270
C 2.1302 1.1539 -0.4849  0.181
N 3.3226 0.6197 0.0039  -0.592
C 4.2946 -0.0696 -0.6639  0.642
O 4.2639 -0.3817 -1.8367  -0.592
C 5.4347 -0.4167 0.2016  0.147
C 6.5903 -1.0857 -0.1106  -0.235
C 7.3497 -1.1386 1.0775  -0.314
C 6.6070 -0.5012 2.0252  0.115
O 5.4502 -0.0606 1.5118  -0.407
C 1.3037 1.8143 0.4214  -0.321
C -2.7401 0.5912 1.3826  -0.105
C -3.1378 -0.7102 1.1426  -0.258
H -5.7215 -4.4680 -0.5934  0.229
H -4.6316 -5.5264 0.3178  0.246
H -4.1258 -4.8678 -1.2472  0.229
H -4.5250 -2.4339 -1.3211  0.398
H -4.2955 -0.3130 -2.0217  0.212
H -3.5781 2.0181 -1.5542  0.244
H -0.4035 3.0591 1.8664  0.417
H -1.1554 2.7977 -1.6695  0.233
H 0.2778 1.5734 -3.2681  0.216
H 2.3840 0.5362 -2.5180  0.256
H 3.4983 0.7907 0.9854  0.409
H 6.8453 -1.4800 -1.0720  0.247
H 8.3127 -1.5866 1.2094  0.235
H 6.7878 -0.3039 3.0637  0.207
H 1.5944 1.8890 1.4608  0.200
H -2.3217 0.8718 2.3361  0.223
H -3.0243 -1.4697 1.8977  0.262

---

no.,M (u)
1,596.95
2,1015.41
3,979.22
4,399.43